ORCA calculation (ωB97M-V/def2-TZVPD) on C43H45N2O6P2SSe2Zr as an isolated structure in a non-equilibrium geometry.

Values from the calculation:
Orbital gap, eV: 5.91
Net charge: -1
Highest occupied orbital energy, eV: -3.788
Total energy, a.u.: -8157.31009
F_max, eV/Å: 2.37

CARTESIAN COORDINATES (ANGSTROEM)
Zr -0.9493 0.8999 0.9676
C -0.4357 3.1088 3.5944
C -1.4245 3.0300 2.6179
C -0.8038 3.2597 1.3519
C 0.5739 3.4811 1.5979
C 0.7906 3.3743 2.9659
H -0.5777 3.0107 4.6602
H -2.4956 2.9968 2.7956
H -1.3417 3.5975 0.4624
H 1.2991 3.7804 0.8452
H 1.7362 3.4925 3.4723
O -3.7675 3.1731 -4.6896
C -2.7533 4.0443 -4.2509
C -1.3262 3.5379 -4.5591
C -1.1427 3.4963 -6.0963
O -1.9957 2.5877 -6.7323
C -0.3059 4.4937 -3.9510
Se -0.1254 4.1664 -1.9799
C -1.0986 2.1426 -3.9727
Se -1.3641 2.1410 -1.9856
H -3.8314 2.4444 -4.0608
H -2.8318 4.2215 -3.1707
H -2.9263 4.9920 -4.7718
H -0.1220 3.1960 -6.3541
H -1.3073 4.5146 -6.4906
H -2.8843 2.7214 -6.3569
H -0.5910 5.5366 -4.0879
H 0.6836 4.3432 -4.3824
H -0.0886 1.8100 -4.2188
H -1.7968 1.4004 -4.3605
N 2.1057 0.6783 1.4183
P 1.5771 1.0305 -0.1178
C 0.9886 -0.7484 -0.4987
C 0.3010 -0.9442 -1.8543
C 0.5545 -2.2219 -2.5496
C 1.4833 -3.0874 -2.1355
C 2.2952 -2.8106 -0.9744
C 2.0483 -1.7520 -0.1989
C 3.1178 1.2233 -1.1021
C 2.9710 1.4992 -2.4577
C 4.0758 1.7230 -3.2530
C 5.3431 1.7087 -2.6893
C 5.4961 1.4564 -1.3358
C 4.3896 1.2091 -0.5441
P 0.6521 0.3326 3.0096
C 2.0426 0.0643 4.1581
C 3.3596 -0.2343 3.8451
C 4.2901 -0.4071 4.8538
C 3.9205 -0.2825 6.1807
C 2.6028 -0.0002 6.5005
C 1.6737 0.1710 5.4964
C -0.1892 -1.1653 3.2630
C -1.7194 -1.1099 3.1393
C -2.3007 -2.5019 3.0694
C -1.5926 -3.6207 3.2689
C -0.1889 -3.5869 3.5268
C 0.4674 -2.3966 3.4746
H 2.4938 1.5258 1.8302
H 0.4089 -0.0958 -2.5447
H -0.0855 -2.4381 -3.3955
H 1.6231 -4.0269 -2.6496
H 3.0815 -3.5092 -0.7256
H 2.5748 -1.5767 0.7265
H 1.9746 1.5425 -2.8797
H 3.9513 1.9137 -4.3099
H 6.2079 1.9112 -3.3052
H 6.4847 1.4515 -0.8968
H 4.5003 1.0052 0.5116
H 3.6470 -0.3403 2.8114
H 5.3128 -0.6433 4.5994
H 4.6564 -0.3921 6.9644
H 2.3018 0.0820 7.5342
H 0.6412 0.3914 5.7346
H -2.1091 -0.6167 4.0720
H -3.3425 -2.5588 2.7840
H -2.0790 -4.5878 3.1941
H 0.3377 -4.5166 3.6931
H 1.5470 -2.3673 3.5744
C -2.7324 -6.7204 -0.2975
C -2.3944 -5.2867 -0.5817
C -3.0785 -4.5625 -1.5470
C -2.7806 -3.2305 -1.7740
C -1.7827 -2.6067 -1.0480
C -1.0877 -3.3179 -0.0816
C -1.3886 -4.6491 0.1333
S -1.5202 -0.8286 -1.3333
O -2.2186 -0.5422 -2.6163
O -0.0271 -0.7580 0.4742
N -2.1651 -0.3298 1.9972
C -3.4849 0.2234 2.1057
C -3.7670 1.0829 0.8592
O -4.8981 1.4108 0.5567
O -2.7062 1.4228 0.2000
H -3.6839 -6.9987 -0.7434
H -2.7946 -6.8901 0.7754
H -1.9620 -7.3819 -0.6932
H -3.8550 -5.0386 -2.1259
H -3.3118 -2.6553 -2.5159
H -0.3255 -2.8546 0.5249
H -0.8354 -5.1951 0.8822
H -3.6105 0.8785 3.0069
H -4.2790 -0.5462 2.1665

Results of the Löwdin charge analysis, in e, for atoms 1 through 2:
1. Zr 1.4617
2. C -0.1949